Model P:
Entry from the Open Molecules 2025 dataset: a cluster of 2 separate species, C4H12NOS in total (ωB97M-V/def2-TZVPD).

CARTESIAN COORDINATES (ANGSTROEM)
C (0.6059, -0.6466, -1.1033)
C (1.5258, -0.8163, 0.1156)
S (3.2775, -0.4578, -0.2632)
C (-0.8848, -0.6030, -0.7655)
N (-1.2899, 0.4844, 0.1308)
C (-1.3259, 0.1638, 1.5614)
H (0.9329, 0.2434, -1.6408)
H (0.7659, -1.5056, -1.7665)
H (1.4275, -1.8409, 0.4909)
H (1.2080, -0.0948, 0.8823)
H (-1.4891, -0.4834, -1.6734)
H (-1.1930, -1.5764, -0.3515)
H (-0.6233, 1.2292, -0.0312)
H (-0.7503, 0.8994, 2.1403)
H (-0.8573, -0.7945, 1.7623)
H (-2.3505, 0.1945, 1.9352)
H (-4.0028, 1.2807, 0.4314)
H (-3.3105, 2.5654, 0.0663)
O (-4.1881, 2.1667, 0.0989)

Output
Molar mass ... 122.213 g mol⁻¹
Charge ... -1
Spin multiplicity ... 1
Gap between HOMO and LUMO ... 5.74 eV

Model Q:
Entry from the Open Molecules 2025 dataset: a cluster of 2 separate species, C4H12NOS in total (ωB97M-V/def2-TZVPD).

CARTESIAN COORDINATES (ANGSTROEM)
C (2.8079, 2.1598, -0.1487)
N (2.1621, 1.0331, -0.7732)
C (0.7733, 0.8685, -0.2934)
C (0.3113, -0.5798, -0.1837)
S (-0.9517, -0.8164, 1.1239)
C (-0.2200, 1.7287, -1.0745)
H (3.0586, 1.9240, 0.8954)
H (3.7428, 2.4251, -0.6440)
H (2.1861, 3.0733, -0.0737)
H (2.1193, 1.2240, -1.7680)
H (0.7402, 1.2733, 0.7307)
H (-0.0595, -0.9125, -1.1540)
H (1.1634, -1.1840, 0.1114)
H (-0.1174, 2.7949, -0.8412)
H (-1.2447, 1.4582, -0.8128)
H (-0.0440, 1.6610, -2.1590)
H (-2.5925, -3.4661, 0.7524)
H (-3.6096, -2.3899, 0.8609)
O (-3.4882, -3.2636, 0.4381)

Output
Molar mass ... 122.213 g mol⁻¹
Charge ... -1
Spin multiplicity ... 1
Gap between HOMO and LUMO ... 6.21 eV

Of them, the most stable is model Q and the least stable is model P.

Model P:
Entry from the Open Molecules 2025 dataset: the ion C2H4NO2 with charge +1 (ωB97M-V/def2-TZVPD).

CARTESIAN COORDINATES (ANGSTROEM)
C (0.8271, -0.6150, -0.3205)
C (0.4678, 0.6830, 0.3765)
N (-1.6748, -0.7473, -0.1799)
O (-2.3379, 0.4419, -0.1981)
O (-0.3318, -0.5283, 0.4253)
H (0.7164, -0.5676, -1.4256)
H (1.4192, -1.3540, 0.1027)
H (0.7618, 1.0783, 1.3631)
H (0.1522, 1.6090, -0.1436)

Output
Molar mass ... 74.059 g mol⁻¹
Charge ... +1
Spin multiplicity ... 1
Gap between HOMO and LUMO ... 9.97 eV

Model Q:
Entry from the Open Molecules 2025 dataset: a structure of composition C2H4NO2 (ωB97M-V/def2-TZVPD).

CARTESIAN COORDINATES (ANGSTROEM)
C (-1.0566, 2.1123, -0.1199)
C (0.9684, -0.4693, 0.5366)
N (-2.1971, 2.3986, -0.3684)
O (-3.3095, 2.4802, -0.5999)
O (0.0262, -0.0223, 1.1511)
H (-0.0677, 2.6358, -0.2532)
H (-0.7415, 0.9975, 0.5872)
H (1.2984, -0.2263, -0.5517)
H (1.6603, -1.2365, 1.1296)

Output
Molar mass ... 74.059 g mol⁻¹
Charge ... +1
Spin multiplicity ... 1
Gap between HOMO and LUMO ... 9.64 eV

Of them, the most stable is model Q and the least stable is model P.

Model P:
Entry from the Open Molecules 2025 dataset: a structure of composition C5H10FN (ωB97M-V/def2-TZVPD).

CARTESIAN COORDINATES (ANGSTROEM)
C (-2.4577, -0.3985, -0.2934)
C (-0.8923, -0.1027, -0.3616)
C (-0.1255, -0.6620, 0.7432)
C (1.3199, -0.9207, 0.4900)
C (0.6577, 1.7420, -0.0480)
H (-2.7447, -0.2284, 0.7797)
H (-3.2210, 0.2328, -0.8041)
H (-2.6623, -1.4483, -0.7037)
H (-0.5914, -0.2328, -1.3176)
H (-0.4507, -0.9443, 1.7987)
H (1.6153, -2.1031, 0.5156)
H (2.0659, -0.4466, 1.0829)
H (0.9765, 2.7174, 0.8495)
H (0.1357, 2.4589, -0.7620)
H (1.5693, 1.2932, -0.6075)
N (-0.4041, 0.8749, 0.5337)
F (1.6804, -0.5968, -0.8609)

Output
Molar mass ... 103.140 g mol⁻¹
Charge ... 0
Spin multiplicity ... 1
Gap between HOMO and LUMO ... 10.31 eV

Model Q:
Entry from the Open Molecules 2025 dataset: the molecule C5H10FN (ωB97M-V/def2-TZVPD).

CARTESIAN COORDINATES (ANGSTROEM)
H (0.1989, -1.1780, -1.8189)
N (-0.8499, -1.2907, -1.4118)
C (-0.9592, -0.5396, -0.4141)
C (-2.2749, -0.3732, 0.3830)
F (-2.4892, 0.9366, 0.5811)
C (0.4399, 0.4893, 0.0899)
C (1.3349, 0.8848, -1.0741)
C (1.0853, -0.2171, 1.3702)
H (-2.2014, -0.9550, 1.2544)
H (-3.1581, -0.9026, -0.1136)
H (-0.1301, 1.4538, 0.3951)
H (1.8078, 0.0355, -1.4918)
H (2.3025, 1.3485, -0.7419)
H (0.9577, 1.4665, -1.9388)
H (0.5456, -0.3430, 2.2538)
H (1.4740, -1.1997, 1.1409)
H (1.9162, 0.3838, 1.5367)

Output
Molar mass ... 103.140 g mol⁻¹
Charge ... 0
Spin multiplicity ... 1
SMILES string ... [H]/N=C(/CF)C(C)C
Gap between HOMO and LUMO ... 10.22 eV

Of them, the most stable is model Q and the least stable is model P.

Model P:
Entry from the Open Molecules 2025 dataset: a cluster of 2 separate species, C5H10FN in total (ωB97M-V/def2-TZVPD).

CARTESIAN COORDINATES (ANGSTROEM)
C (0.1857, 0.2540, 1.2301)
C (0.7852, 1.4670, -1.8644)
C (-0.3483, -0.8577, -1.8674)
C (-0.8681, -0.8114, 3.1269)
C (0.7880, 0.0293, -1.5353)
N (-0.4382, -0.6496, 1.7564)
F (0.6661, 1.4129, 1.7540)
H (1.5742, 1.9927, -1.3326)
H (-0.1754, 1.9240, -1.6333)
H (0.9530, 1.6102, -2.9397)
H (-0.7034, -1.3769, -0.9735)
H (-0.0370, -1.6313, -2.5733)
H (-1.1765, -0.2986, -2.2961)
H (-0.8677, 0.1316, 3.6816)
H (-0.1879, -1.5142, 3.6106)
H (-1.8678, -1.2435, 3.1146)
H (1.7180, -0.4385, -1.2587)

Output
Molar mass ... 103.140 g mol⁻¹
Charge ... 0
Spin multiplicity ... 1
Gap between HOMO and LUMO (spin up / spin down) ... 7.22 / 9.46 eV

Model Q:
Entry from the Open Molecules 2025 dataset: the molecule C5H10FN (ωB97M-V/def2-TZVPD).

CARTESIAN COORDINATES (ANGSTROEM)
C (2.2195, -0.1275, -0.5519)
C (0.9993, 0.4801, 0.1737)
C (0.2173, -0.4792, 1.3624)
C (-0.9710, -0.6549, 0.1953)
F (-1.0416, -1.7294, -0.5146)
C (-0.4140, 0.5545, -0.5093)
N (-1.1543, 1.8281, 0.0443)
H (2.6005, 0.5632, -1.2365)
H (3.0934, -0.2491, 0.2040)
H (1.6867, -1.0562, -1.0063)
H (1.4082, 1.4918, 0.6221)
H (0.1227, 0.0834, 2.4339)
H (0.9534, -1.3470, 1.4582)
H (-2.0758, -0.3774, 0.3773)
H (-0.3928, 0.3619, -1.6373)
H (-1.9090, 2.0604, -0.9452)
H (-0.3391, 2.5997, 0.0306)

Output
Molar mass ... 103.140 g mol⁻¹
Charge ... 0
Spin multiplicity ... 1
SMILES string ... C[C@@H]1C[C@H](F)[C@H]1N
Gap between HOMO and LUMO ... 10.81 eV

Of them, the most stable is model Q and the least stable is model P.